ORCA calculation (ωB97M-V with the def2-TZVPD basis set) on a 11-piece molecular cluster, C34H88Cl6N4O12 overall at a distorted geometry.

Properties
* gap between HOMO and LUMO: 8.88 eV
* SMILES string: COCCNCCOC.COCCNCCOC.COCCNCCOC.COCCNCCOC.ClCCCl.ClCCCl.ClCCCl.CO.CO.CO.CO
* maximum force: 2.72 eV/Å
* total charge: 0

CARTESIAN COORDINATES (ANGSTROEM)
1 C 0.81635 3.66201 0.23471
2 O 0.87696 4.85518 -0.48733
3 C 2.14805 5.20983 -1.00392
4 C 1.89284 6.10657 -2.20958
5 N 1.27514 5.38866 -3.31829
6 C 2.20097 4.44336 -3.95426
7 C 1.84383 4.11149 -5.39381
8 O 0.80730 3.11218 -5.40345
9 C 0.72823 2.47675 -6.67574
10 H -0.14389 3.55770 0.73828
11 H 1.57592 3.66212 1.02841
12 H 0.98789 2.78677 -0.39994
13 H 2.75439 4.32120 -1.20220
14 H 2.66100 5.77504 -0.21639
15 H 2.80881 6.60610 -2.52512
16 H 1.18192 6.86816 -1.88241
17 H 0.51434 4.86339 -2.90796
18 H 2.27279 3.56795 -3.29824
19 H 3.24307 4.77751 -3.94971
20 H 2.75060 3.66001 -5.81052
21 H 1.53207 4.98017 -5.97332
22 H 1.57759 1.82325 -6.88714
23 H 0.63762 3.25812 -7.43357
24 H -0.17332 1.86578 -6.69099
25 C 5.52692 -7.26610 0.78332
26 O 5.27927 -6.04215 0.13894
27 C 5.13269 -6.11812 -1.25730
28 C 4.60761 -4.78703 -1.82758
29 N 3.56247 -4.17745 -1.00947
30 C 2.29918 -4.91227 -1.10215
31 C 1.43226 -4.40932 0.06468
32 O 2.01648 -4.67266 1.33496
33 C 2.01045 -6.03305 1.72159
34 H 6.34007 -7.85899 0.35148
35 H 4.63006 -7.89104 0.68371
36 H 5.74285 -7.06695 1.82859
37 H 4.46072 -6.95340 -1.49315
38 H 6.09984 -6.34006 -1.72226
39 H 4.28992 -4.97493 -2.85432
40 H 5.46622 -4.11617 -1.90075
41 H 3.78794 -4.31352 -0.02178
42 H 2.35030 -5.99350 -0.93405
43 H 1.80830 -4.61754 -2.03240
44 H 0.44466 -4.87942 0.03122
45 H 1.33646 -3.32697 0.01572
46 H 2.37665 -6.69591 0.93203
47 H 0.97206 -6.34351 1.88736
48 H 2.59797 -6.15709 2.62496
49 C 2.52204 0.39356 2.47630
50 O 1.87425 1.29512 3.34905
51 C 0.46623 1.16103 3.37800
52 C -0.16147 2.29920 4.15031
53 N 0.28408 2.19342 5.54298
54 C -0.05250 3.42206 6.26227
55 C 0.48989 3.36761 7.68367
56 O 1.89632 3.30488 7.63582
57 C 2.45584 3.29259 8.91990
58 H 2.55268 -0.57719 2.98445
59 H 3.52971 0.76197 2.29244
60 H 1.95307 0.37405 1.54007
61 H 0.19353 0.18736 3.80248
62 H 0.10658 1.13424 2.34209
63 H -1.24905 2.27807 4.12998
64 H 0.19737 3.19785 3.62507
65 H 1.29047 2.07228 5.57201
66 H -1.13773 3.53439 6.30149
67 H 0.38462 4.30008 5.76798
68 H 0.02553 2.50911 8.18366
69 H 0.17727 4.28183 8.20412
70 H 3.54272 3.31634 8.81528
71 H 2.20935 2.34981 9.42378
72 H 2.22360 4.11728 9.60294
73 C -9.78033 0.64856 4.97652
74 O -9.21169 0.76920 3.71240
75 C -7.96532 1.41665 3.67802
76 C -7.44659 1.48568 2.24288
77 N -6.89134 0.20771 1.76166
78 C -6.43786 0.41055 0.39583
79 C -5.73578 -0.84888 -0.14434
80 O -5.17551 -0.70683 -1.43303
81 C -3.98985 0.06737 -1.41596
82 H -10.84673 0.47147 4.84141
83 H -9.68138 1.52736 5.63102
84 H -9.31726 -0.15788 5.56279
85 H -7.22913 0.93873 4.33722
86 H -8.09047 2.45497 4.01074
87 H -6.65343 2.24476 2.26872
88 H -8.26804 1.76729 1.58680
89 H -6.11016 -0.00965 2.37169
90 H -5.72343 1.24354 0.27876
91 H -7.23740 0.74532 -0.26770
92 H -6.50210 -1.62209 -0.20874
93 H -4.96450 -1.17797 0.56167
94 H -4.17188 1.13242 -1.27855
95 H -3.55085 -0.09078 -2.40716
96 H -3.19995 -0.38103 -0.80688
97 Cl -0.54907 0.20539 -0.15070
98 C 0.61537 -0.15445 -1.45020
99 C -0.12541 -0.83015 -2.58373
100 Cl -0.71427 -2.42887 -2.04602
101 H 1.52190 -0.67173 -1.15292
102 H 0.86625 0.84120 -1.81999
103 H 0.45751 -1.02639 -3.48367
104 H -0.97559 -0.28393 -2.99013
105 Cl 3.80727 1.75595 -0.71566
106 C 4.49009 0.13069 -1.06679
107 C 5.89364 -0.02951 -0.51838
108 Cl 7.03783 1.02335 -1.39163
109 H 4.49158 0.00817 -2.14523
110 H 3.88573 -0.68867 -0.67682
111 H 6.25294 -1.03548 -0.72740
112 H 6.01305 0.21651 0.53260
113 Cl -2.10498 -0.52095 -6.72229
114 C -1.82592 -2.16468 -6.05401
115 C -0.36674 -2.59198 -6.19324
116 Cl 0.07061 -2.91523 -7.88899
117 H -2.47761 -2.87403 -6.55961
118 H -2.09779 -2.20844 -4.99942
119 H -0.24488 -3.47577 -5.56962
120 H 0.23828 -1.77452 -5.80696
121 C -1.96045 -2.58491 1.14361
122 O -2.35403 -3.17649 2.38643
123 H -2.85114 -2.10331 0.73181
124 H -1.15371 -1.89705 1.35521
125 H -1.65191 -3.37278 0.45304
126 H -3.04949 -3.82253 2.24891
127 C -2.98340 1.63694 1.86141
128 O -2.82135 0.65650 2.87411
129 H -3.68785 2.39097 2.23369
130 H -2.08617 2.11926 1.48840
131 H -3.51953 1.15583 1.03805
132 H -3.65010 0.37466 3.25836
133 C -0.87027 2.19255 -2.94050
134 O 0.36579 1.55172 -3.20268
135 H -0.77454 3.15287 -2.42678
136 H -1.46994 2.24215 -3.84683
137 H -1.40193 1.61184 -2.17928
138 H 0.71415 1.87672 -4.07053
139 C 2.96528 -2.56769 -4.19153
140 O 3.34817 -1.98790 -2.96511
141 H 3.81838 -2.94617 -4.75886
142 H 2.24696 -3.39033 -4.09500
143 H 2.42666 -1.85240 -4.81654
144 H 3.30538 -2.66247 -2.26138

Forces on the atoms, in the same order (eV/Å):
0.72 -0.37 0.58
-0.76 0.23 -0.59
0.02 0.40 0.79
-0.30 -0.37 0.27
0.68 0.36 -0.41
-0.24 0.08 0.50
0.24 -1.13 0.96
0.40 -0.04 -0.39
-0.56 0.35 0.12
-0.16 0.21 -0.26
0.03 -0.15 0.00
-0.02 -0.03 -0.04
-0.07 -0.02 -0.30
0.25 0.04 -0.07
0.02 -0.06 -0.11
0.12 0.11 0.03
-0.21 -0.03 -0.16
-0.09 -0.59 -0.62
-0.22 0.71 -0.04
-0.07 0.06 -0.39
0.01 0.10 0.07
0.22 0.16 0.08
0.07 -0.19 -0.26
-0.03 0.04 0.05
-0.51 -0.44 -0.38
0.32 0.77 0.17
-0.07 -0.41 -0.25
0.87 -0.46 0.75
-0.24 -0.77 -0.21
-0.78 1.00 0.93
-0.05 -0.25 0.09
0.62 0.06 -0.10
-0.80 -0.01 -0.57
0.23 0.33 -0.12
-0.01 -0.10 0.28
-0.06 0.05 0.01
-0.11 0.01 -0.09
0.02 -0.08 -0.08
-0.30 0.11 0.04
-0.12 0.22 0.11
0.60 0.45 -0.18
0.37 -0.06 -0.73
-0.15 -0.53 -0.06
-0.15 0.10 -0.14
-0.14 0.03 -0.03
0.35 0.03 0.11
0.00 -0.06 0.30
0.04 0.11 0.01
-0.64 0.16 0.53
0.22 0.95 0.38
-0.45 -0.88 -0.66
1.20 -0.56 0.14
-0.55 0.79 -0.12
0.73 -0.41 0.31
-0.72 0.39 -0.55
-0.23 0.34 0.22
0.97 -0.76 0.37
0.08 -0.23 -0.49
-0.01 0.00 0.04
0.25 -0.38 -0.12
-0.04 0.02 0.20
-0.14 0.19 0.02
-0.02 -0.20 -0.19
-0.12 0.36 0.32
0.01 0.02 -0.11
-0.02 0.03 -0.03
-0.14 0.15 -0.04
0.35 -0.13 0.18
0.01 -0.02 0.13
-0.06 -0.07 -0.19
-0.09 0.07 0.12
-0.56 0.21 -0.41
-0.09 -0.10 0.91
0.15 0.08 -0.45
-0.16 0.29 -0.48
0.19 -0.78 0.93
-0.51 0.86 -0.15
1.31 -0.03 -0.61
-0.90 0.06 0.08
-0.01 0.32 0.51
0.43 -0.95 -1.46
0.08 -0.21 0.05
0.08 0.30 -0.44
-0.14 -0.19 -0.21
-0.01 -0.14 0.03
0.03 0.01 0.21
-0.15 0.29 -0.37
0.07 0.22 -0.03
0.12 -0.22 -0.20
0.12 0.10 0.45
-0.42 -0.54 0.18
0.18 -0.20 -0.05
0.03 0.02 0.12
0.16 0.00 0.32
-0.23 0.42 -0.20
-0.34 0.35 0.75
0.19 -0.30 0.60
-0.16 0.57 -0.61
0.02 -0.47 -0.47
-0.25 -0.54 -0.15
-0.31 -0.37 0.47
0.54 -0.86 0.64
0.60 0.06 0.43
-0.08 -0.04 0.68
-0.02 -0.51 0.06
0.49 -0.16 -0.03
0.13 0.16 -0.43
0.21 0.26 -0.12
0.02 0.09 0.00
-0.35 0.39 0.29
-0.21 -0.11 0.21
-0.27 -0.11 0.04
-0.03 -0.39 0.27
0.26 -0.44 -0.14
-0.92 0.58 0.31
0.09 -0.04 0.28
-0.04 0.20 -0.24
0.04 0.44 0.04
0.28 -0.14 -0.25
0.31 -0.17 -0.14
-1.00 -1.01 0.47
0.35 0.09 0.45
0.38 0.43 -0.31
-0.06 0.07 -0.08
0.24 0.19 -0.10
-0.01 0.02 -0.21
-2.39 -0.39 0.16
1.62 -0.01 0.11
0.32 0.39 -0.13
0.40 -0.39 0.48
0.34 0.22 -0.37
-0.27 0.19 -0.20
-0.33 -0.15 0.50
0.18 1.62 -2.19
0.27 0.33 -0.50
-0.14 0.29 0.04
-0.01 -0.24 -0.35
-0.43 0.27 0.74
-0.40 -0.31 -0.33
-0.28 -0.02 -0.06
0.11 0.06 -0.01
0.12 -0.11 0.34
0.29 0.35 0.08
0.14 0.00 0.11


ORCA calculation (ωB97M-V with the def2-TZVPD basis set) on a 6-piece molecular cluster, C36H87N3 overall at a distorted geometry.

Properties
* gap between HOMO and LUMO: 8.68 eV
* ΔE to the lowest compared entry with this formula, charge and spin: 7.544 eV
* SMILES string: CCN(CC)CC.CCN(CC)CC.CCN(CC)CC.CCCCCC.CCCCCC.CCCCCC
* maximum force: 18.63 eV/Å
* total charge: 0

CARTESIAN COORDINATES (ANGSTROEM)
1 C -1.56465 1.39712 -1.99604
2 C -0.64460 2.21005 -2.97226
3 N -1.42657 3.25542 -3.63948
4 C -1.27911 4.67439 -3.08793
5 C 0.09413 5.22331 -3.48902
6 C -1.45238 3.20426 -5.04053
7 C -2.48974 2.07301 -5.41109
8 H -1.04001 0.64251 -1.66616
9 H -2.42597 0.94962 -2.29336
10 H -1.82397 1.92966 -1.22402
11 H -0.13266 1.51770 -3.59175
12 H 0.27869 2.63335 -2.58988
13 H -1.40183 4.49104 -2.04365
14 H -2.02767 5.41316 -3.42711
15 H 0.29574 6.16010 -3.18963
16 H 0.34800 5.12934 -4.42261
17 H 0.95204 4.73276 -2.96606
18 H -0.39670 2.98964 -5.55323
19 H -1.85608 4.10944 -5.43097
20 H -3.34081 2.31075 -5.24637
21 H -2.30155 1.31768 -4.87963
22 H -2.45928 1.83371 -6.46705
23 C 1.41131 -2.25587 -4.59621
24 C 2.03959 -1.03387 -5.07537
25 N 2.60260 -0.20288 -4.01351
26 C 3.65484 -0.87576 -3.16892
27 C 4.85798 -1.47558 -3.96131
28 C 3.01915 1.14233 -4.43299
29 C 3.07848 2.06328 -3.06696
30 H 0.94034 -3.03150 -5.20901
31 H 0.60936 -2.20402 -3.81172
32 H 2.11638 -2.88916 -4.34234
33 H 1.12214 -0.29909 -5.59508
34 H 2.65692 -1.26946 -5.95001
35 H 3.12527 -1.77218 -2.47929
36 H 4.03301 -0.19575 -2.45380
37 H 5.51282 -1.76756 -3.20064
38 H 5.31770 -0.68771 -4.46704
39 H 4.54124 -2.28014 -4.63679
40 H 2.26724 1.45643 -5.02292
41 H 4.00375 1.21006 -4.93229
42 H 2.86521 3.18856 -3.53556
43 H 4.13990 1.79921 -2.74864
44 H 2.33401 1.89614 -2.57647
45 C 2.89678 -3.70979 -0.69657
46 C 2.74939 -2.74762 0.58596
47 N 2.42574 -1.36480 0.22397
48 C 1.08890 -1.04998 -0.33060
49 C 0.07979 -1.24400 0.73560
50 C 2.92998 -0.48551 1.19349
51 C 3.14962 0.91666 0.76157
52 H 3.94969 -3.44976 -1.28840
53 H 1.83598 -3.56372 -1.20366
54 H 3.07619 -4.68896 -0.18883
55 H 3.78921 -2.75383 1.25044
56 H 2.16010 -3.13722 1.41786
57 H 0.98415 -1.56900 -1.30376
58 H 1.06284 -0.15429 -0.69294
59 H -0.66393 -1.26563 0.12520
60 H -0.13162 -0.26746 0.98820
61 H 0.17188 -2.06285 1.58498
62 H 3.84121 -0.74159 1.32395
63 H 2.31688 -0.43234 2.01804
64 H 3.66336 1.36512 1.66178
65 H 2.10187 1.49092 0.38129
66 H 3.89053 1.01300 -0.06741
67 C -2.07507 2.21452 3.02115
68 C -0.87162 3.22139 3.00034
69 C -0.18390 3.29559 1.58309
70 C 1.01310 4.27900 1.66341
71 C 1.63008 4.50273 0.18156
72 C 2.95732 5.24602 0.35522
73 H -1.59577 1.32240 2.70931
74 H -2.92657 2.57221 2.22981
75 H -2.41744 2.10284 4.10627
76 H -0.25375 2.89622 3.70827
77 H -1.16197 4.18061 3.32223
78 H -0.97563 3.57036 0.97351
79 H 0.01819 2.27900 1.22840
80 H 1.97359 3.95763 2.35306
81 H 0.64147 5.33157 2.03751
82 H 0.75177 4.90658 -0.32338
83 H 1.76382 3.50300 -0.18856
84 H 3.27463 5.34414 -0.62040
85 H 3.54624 4.54882 0.75696
86 H 3.05544 6.22509 0.62603
87 C -3.10704 -0.33626 9.61725
88 C -3.73632 -1.07537 8.59916
89 C -3.44965 -0.85674 7.19631
90 C -2.43070 -1.72586 6.54749
91 C -2.19295 -1.57509 5.10676
92 C -1.09171 -2.43176 4.50562
93 H -3.18788 0.48688 9.47616
94 H -2.09150 -0.27086 9.41698
95 H -3.53476 -0.69580 10.65478
96 H -4.73804 -0.97041 8.57321
97 H -3.59654 -2.20217 8.73009
98 H -3.28065 0.31040 6.91248
99 H -4.31675 -1.12240 6.32302
100 H -2.51075 -3.00899 6.80095
101 H -1.49320 -1.44132 7.11304
102 H -1.65019 -0.66574 4.99055
103 H -3.10071 -1.87298 4.48973
104 H -1.03757 -2.37709 3.51182
105 H -1.25558 -3.54023 4.78537
106 H -0.37064 -2.44354 5.17404
107 C -1.19145 -5.45672 2.04880
108 C -1.35307 -5.06878 0.66317
109 C -2.13325 -3.96434 0.19420
110 C -2.15383 -3.55911 -1.21457
111 C -3.13855 -2.56102 -1.59048
112 C -3.08066 -2.20387 -3.13800
113 H -0.59734 -6.25044 2.11017
114 H -2.14667 -5.79498 2.77565
115 H -0.79567 -4.62415 2.70304
116 H -1.63813 -5.91677 0.03752
117 H -0.38629 -4.94943 0.17884
118 H -2.17716 -3.07943 0.91439
119 H -3.01636 -4.58764 0.50519
120 H -2.14947 -4.39505 -1.91664
121 H -1.28851 -3.07131 -1.35498
122 H -3.15593 -1.61799 -1.11271
123 H -4.15621 -2.96876 -1.33679
124 H -3.84976 -1.69807 -3.26727
125 H -2.92686 -3.07895 -3.75376
126 H -2.17846 -1.64842 -3.26985

Forces on the atoms, in the same order (eV/Å):
2.52 2.29 -4.04
-1.81 0.43 0.63
-0.07 1.91 1.01
1.30 -1.71 -1.26
-0.21 -2.81 5.37
0.29 -2.39 -1.93
9.64 3.28 -6.28
3.16 -4.15 2.08
-2.57 -0.80 -2.19
-1.30 3.31 4.40
-0.30 -0.81 -1.72
-0.18 0.43 1.42
0.13 0.56 0.97
-0.19 -0.98 -0.08
0.03 3.84 0.91
0.71 -0.49 -5.57
-0.77 -0.39 -0.07
-1.88 0.43 0.84
0.03 0.92 -0.37
-10.59 3.65 2.35
1.79 -6.31 3.96
0.32 -0.29 -0.34
-4.51 -0.28 0.44
-3.09 3.78 -2.34
1.29 -0.80 0.59
-2.24 -3.27 -0.31
-2.75 0.04 0.63
1.65 -0.81 4.13
8.99 3.22 -10.12
-0.38 1.11 -1.57
1.13 0.59 -0.19
3.94 -2.91 2.62
2.48 -1.86 1.32
0.53 0.17 0.18
1.35 2.51 -2.00
0.16 0.81 0.71
1.29 -1.07 0.87
0.85 1.15 -1.26
0.35 0.16 0.25
-2.36 1.42 -2.32
-0.36 -0.11 -0.04
1.34 -2.53 1.55
-1.76 1.28 0.55
-8.00 -2.47 6.36
0.49 1.41 1.47
2.86 0.09 0.09
0.79 -1.15 -2.01
3.38 -6.52 1.83
2.80 -1.51 2.73
-4.27 2.46 -2.82
-1.47 2.93 -1.17
-3.30 -0.45 1.18
2.65 -0.87 0.28
-0.58 0.30 -1.06
-2.05 0.29 -2.19
-1.05 -0.51 -0.40
-0.28 -0.83 0.72
0.18 5.90 -1.51
-6.11 -1.90 -3.02
0.02 2.18 2.51
-0.18 1.89 -2.17
6.01 -2.44 2.02
-1.17 -0.22 2.73
-1.00 0.38 -0.96
2.98 -1.28 1.39
-0.67 -0.22 0.36
-0.94 2.55 -0.25
-2.62 -0.63 -3.60
0.92 -0.30 3.61
1.46 0.72 -0.61
-1.77 0.45 3.79
-3.32 -0.83 -3.18
-0.24 -1.35 -0.42
1.86 -1.12 2.18
-0.07 0.11 -1.71
3.05 -1.45 2.79
-0.55 1.44 0.10
-1.21 1.37 -1.71
0.70 0.04 0.24
-2.78 0.44 -1.35
0.72 -2.05 -0.49
0.59 0.64 -0.62
0.51 -0.33 -0.50
1.34 0.00 -2.57
2.78 -2.08 2.21
-0.48 2.36 1.98
1.39 -15.06 5.96
-0.32 -5.08 -1.64
-1.54 1.98 -6.45
2.96 -3.32 2.81
-0.26 -1.39 -1.87
-4.46 -4.08 3.34
-3.57 18.15 -2.21
2.86 -1.45 0.80
1.64 0.98 -1.83
-3.73 0.43 0.98
-0.13 1.20 0.16
0.04 -2.53 0.71
0.89 0.96 3.04
-0.36 3.70 -0.45
-0.17 -0.70 -0.72
-1.11 1.87 -0.69
0.65 1.54 0.69
1.07 0.61 -3.67
-0.86 0.86 -1.03
4.98 1.37 2.08
-3.97 2.98 4.62
3.53 -1.69 -3.09
-4.70 0.76 3.51
-0.46 -1.46 0.31
-3.45 -0.60 -2.36
6.74 -5.03 3.57
2.75 -3.22 0.38
1.76 0.91 -2.50
-0.03 -0.79 -0.86
-0.51 -0.52 0.24
1.33 0.06 0.62
0.42 -0.91 -0.97
-1.35 1.90 -0.77
-0.22 -0.20 0.12
3.97 1.47 -0.83
0.70 0.93 1.09
0.54 0.28 -0.47
-6.93 4.59 -2.19
-0.62 -0.31 -0.20
0.57 0.84 -0.25


ORCA calculation (ωB97M-V with the def2-TZVPD basis set) on a 2-piece molecular cluster, C4H14NOS overall at a distorted geometry.

Properties
* gap between HOMO and LUMO: 9.34 eV
* ΔE to the lowest compared entry with this formula, charge and spin: 0.173 eV
* maximum force: 1.12 eV/Å
* total charge: +1

CARTESIAN COORDINATES (ANGSTROEM)
1 C 0.99395 0.54969 0.63498
2 C -0.02318 0.14190 1.67475
3 C -1.03751 -0.95405 1.27725
4 S -1.66396 -0.85387 -0.42513
5 C -2.67320 0.63134 -0.35434
6 N 1.51492 -0.61534 -0.14673
7 H 0.65277 1.25291 -0.11778
8 H 1.85196 1.02051 1.10249
9 H -0.62082 1.00609 1.97307
10 H 0.49069 -0.16297 2.58199
11 H -1.88460 -0.85872 1.94918
12 H -0.61941 -1.94475 1.38308
13 H -2.86806 0.90448 -1.38939
14 H -2.20187 1.48788 0.11791
15 H -3.62234 0.44953 0.14838
16 H 2.12536 -1.22167 0.40344
17 H 0.78143 -1.21333 -0.53440
18 H 2.04844 -0.31718 -0.99079
19 H 1.63879 0.70753 -3.28822
20 H 2.93642 -0.14763 -3.27271
21 O 2.18021 0.13766 -2.72703

Forces on the atoms, in the same order (eV/Å):
0.18 0.16 -0.38
-0.73 -0.14 0.11
0.06 0.69 -0.21
0.12 -0.08 0.16
-0.26 0.23 -0.13
0.93 -0.60 -0.19
-0.44 -0.03 0.03
0.16 -0.01 0.07
0.33 0.21 -0.17
0.08 -0.18 0.15
-0.07 -0.30 0.13
0.05 -0.35 0.05
-0.11 -0.02 -0.01
0.31 -0.03 0.07
0.05 -0.15 -0.04
-0.04 0.12 0.14
-0.48 0.29 0.08
-0.24 0.20 0.13
0.11 -0.09 0.05
-0.48 0.24 0.24
0.48 -0.17 -0.28